Entry 1:
Computed, not measured: a molecular structure, C26H40BN9O7PSY, with the ωB97M-V functional and the def2-TZVPD basis.

Geometry as XYZ:
```
86
Properties=species:S:1:pos:R:3:lowdin_charge:R:1
Y 1.03902 -1.22452 -0.64845 1.542
O -2.88730 -2.77508 2.04701 0.111
C -1.77213 -2.60291 1.31728 -0.468
O -1.79926 -2.19537 0.18720 0.089
C -0.53320 -2.98916 2.06046 -0.177
C -0.56572 -3.67710 3.26314 0.018
C 0.64599 -4.00038 3.85943 -0.023
C 1.82981 -3.61287 3.25646 0.034
C 1.76007 -2.92387 2.05378 -0.159
N 0.60411 -2.63651 1.47024 0.124
C 2.96234 -2.40622 1.25541 -0.752
O 4.12039 -2.99465 1.75476 0.037
O 2.75482 -2.52233 -0.04274 -0.211
H -3.63380 -2.50493 1.48625 0.141
H -1.51037 -3.95323 3.70683 0.119
H 0.66287 -4.54788 4.79268 0.114
H 2.79439 -3.83535 3.68873 0.123
H 4.80056 -2.87070 1.07525 0.103
B 0.12341 -1.38440 -3.87312 -0.425
N -0.21917 -2.78110 -3.27927 -0.078
C -0.66665 -3.91012 -3.83723 -0.079
C -0.67681 -4.90676 -2.87521 -0.060
C -0.19913 -4.27405 -1.72741 -0.146
N 0.06900 -2.99638 -1.98443 -0.060
N 1.66520 -1.25803 -3.90832 -0.079
C 2.52729 -1.28128 -4.93463 -0.085
C 3.81392 -1.26937 -4.42780 -0.058
C 3.63635 -1.24789 -3.04079 -0.139
N 2.34241 -1.23120 -2.74491 -0.046
H -0.32541 -1.29123 -4.98222 0.073
H -0.30968 -0.55215 -3.09459 0.062
H -0.94234 -3.92321 -4.87869 0.120
H -0.98050 -5.93209 -2.99107 0.088
H -0.03093 -4.67231 -0.73888 0.106
H 2.15987 -1.31176 -5.94706 0.117
H 4.73691 -1.27755 -4.98030 0.087
H 4.36861 -1.24144 -2.24829 0.103
O -0.25867 0.00268 0.89890 -0.370
P -1.03299 1.28034 0.87100 0.583
N -1.73409 1.74042 -0.53600 -0.173
C -1.04268 2.39922 -1.65729 -0.186
C -2.21867 2.91914 -2.46905 -0.158
C -3.20219 1.74284 -2.41754 -0.149
C -2.88642 1.01687 -1.09440 -0.169
N -0.07145 2.51249 1.35525 -0.178
C 1.29016 2.35714 1.85702 -0.190
C 2.04058 3.50822 1.19019 -0.149
C 0.97231 4.59942 0.95832 -0.145
C -0.36972 3.93896 1.33268 -0.195
N -2.35845 1.04848 1.86088 -0.177
C -3.32775 2.14535 2.04261 -0.190
C -3.50678 2.30582 3.56276 -0.162
C -2.29420 1.58862 4.15698 -0.168
C -2.09344 0.44145 3.17475 -0.197
H -0.46621 1.66739 -2.22647 0.092
H -0.34870 3.15691 -1.30250 0.102
H -1.93700 3.18525 -3.48726 0.112
H -2.64501 3.80329 -1.98937 0.107
H -3.02846 1.06856 -3.25615 0.108
H -4.24135 2.06598 -2.46342 0.104
H -2.63459 -0.03327 -1.27022 0.106
H -3.71893 1.04284 -0.39059 0.093
H 1.66863 1.37287 1.59934 0.053
H 1.29171 2.46794 2.95051 0.120
H 2.44076 3.15754 0.24026 0.082
H 2.87096 3.86266 1.80050 0.108
H 0.96804 4.92279 -0.08268 0.099
H 1.14632 5.48332 1.57134 0.102
H -1.17497 4.15837 0.63084 0.101
H -0.69424 4.27271 2.32703 0.112
H -4.27470 1.90472 1.55296 0.103
H -2.95783 3.06420 1.58446 0.094
H -4.42537 1.81447 3.88883 0.107
H -3.57520 3.35259 3.85685 0.107
H -2.45111 1.25524 5.18244 0.110
H -1.41504 2.23817 4.13830 0.104
H -2.81253 -0.36295 3.36382 0.111
H -1.09511 0.00511 3.19798 0.110
C 2.19154 1.60561 -1.95642 -0.278
O 1.44311 0.89165 -1.03028 -0.486
H 1.99624 2.68967 -1.86756 0.060
H 1.96424 1.34487 -3.00015 0.069
H 3.27806 1.47781 -1.83491 0.067
O 5.27981 -0.58866 0.47221 -0.469
S 4.09865 0.00842 1.07353 0.927
N 2.98779 -0.88813 1.55023 -0.229
```

Summary:
LUMO level (eV): -0.33
HOMO-LUMO gap (eV): 8.06
ΔE to the lowest compared entry with this formula, charge and spin (kJ/mol): 40.13
2S+1: 1

***

Entry 2:
Computed, not measured: 4 unconnected molecules or ions with the total composition C8H11Cl8NO, with the ωB97M-V functional and the def2-TZVPD basis.

Geometry as XYZ:
```
29
Properties=species:S:1:pos:R:3:lowdin_charge:R:1
N 24.48371 -7.16270 -2.96997 -0.017
C 23.34820 -7.45616 -3.65874 -0.156
C 22.27146 -7.35411 -2.80604 -0.103
C 22.74107 -6.57582 -1.69168 -0.089
C 24.14244 -6.68841 -1.76371 -0.165
H 25.43640 -7.07026 -3.29236 0.152
H 23.52903 -7.78875 -4.67022 0.105
H 21.25146 -7.51157 -3.12417 0.086
H 22.27164 -5.99141 -0.91419 0.084
H 24.93365 -6.28065 -1.15206 0.103
C 28.28889 -4.96393 -19.23949 -2.041
Cl 29.90393 -5.06560 -19.92376 0.515
Cl 27.38711 -3.74509 -20.19593 0.491
Cl 27.48404 -6.58019 -19.28123 0.505
Cl 28.45870 -4.30022 -17.64118 0.530
C 25.51615 -8.65618 -11.58412 -2.043
Cl 26.51831 -7.77004 -12.73106 0.540
Cl 24.45320 -9.81260 -12.36043 0.518
Cl 26.57093 -9.66819 -10.53411 0.472
Cl 24.51454 -7.65506 -10.51192 0.513
C 30.14471 -2.23590 -9.51464 -0.107
C 28.95894 -1.87777 -10.42326 -0.290
O 28.35412 -0.70238 -9.80685 -0.091
H 30.90975 -1.46792 -9.40051 0.069
H 30.60132 -3.07813 -10.03450 0.068
H 29.76358 -2.43317 -8.51268 0.073
H 28.42011 -2.81094 -10.58748 0.104
H 29.40642 -1.57969 -11.37142 0.101
H 28.36894 0.03184 -10.42515 0.073
```

Summary:
LUMO level (eV): 0.02
HOMO-LUMO gap (eV): 8.12
ΔE to the lowest compared entry with this formula, charge and spin (kJ/mol): 70.86
2S+1: 1
Structure (SMILES): ClC(Cl)(Cl)Cl.ClC(Cl)(Cl)Cl.c1cc[nH]c1.CCO

***

Entry 3:
Computed, not measured: 2 unconnected molecules or ions with the total composition C2H6O4PS, with the ωB97M-V functional and the def2-TZVPD basis.

Geometry as XYZ:
```
14
Properties=species:S:1:pos:R:3:lowdin_charge:R:1
C -0.26982 -1.46656 1.22016 -0.323
C -0.84779 0.13613 -1.23506 -0.390
O -0.64092 -3.87417 0.03734 -0.331
O -2.02311 -3.22445 2.21842 -0.369
O -2.41447 -1.92800 0.13613 -0.533
O 0.89931 1.94872 0.28946 -0.107
P -1.28320 -2.95516 0.95559 0.180
S -1.53984 -0.52050 0.18873 0.930
H -0.40854 -1.06918 2.13952 -0.009
H 0.80183 -1.34812 0.83619 0.091
H 1.69303 1.42783 0.40763 0.013
H 0.35142 1.51850 -0.37820 -0.059
H -0.76934 -0.44585 -2.09733 -0.026
H -1.45144 0.93215 -1.45637 -0.068
```

Summary:
Net charge: -1
LUMO level (eV): 3.47
HOMO-LUMO gap (eV): 8.25
ΔE to the lowest compared entry with this formula, charge and spin (kJ/mol): 108.32
2S+1: 1

***

Entry 4:
Computed, not measured: a molecular structure, C15H18N2O11Ta, with the ωB97M-V functional and the def2-TZVPD basis.

Geometry as XYZ:
```
47
Properties=species:S:1:pos:R:3:lowdin_charge:R:1
Ta 0.77069 -0.75595 -0.41845 2.280
C -1.83920 -3.04344 0.03689 -0.098
C -0.60207 -3.53010 -0.72990 -0.080
O 0.59046 -2.90863 -0.17509 -0.304
C 1.22028 -3.60563 0.93439 -0.072
C 2.42808 -2.76055 1.36068 -0.084
O 2.08232 -1.35683 1.36107 -0.263
C 1.88836 -0.68176 2.63295 -0.069
C 0.39432 -0.58627 2.93955 -0.095
O -0.19887 0.05028 1.79550 -0.220
C -1.61731 0.21038 1.79604 -0.101
C -2.35064 -1.08426 1.38868 -0.107
O -1.68187 -1.62947 0.24502 -0.205
H -1.94447 -3.55522 1.00176 0.147
H -2.73655 -3.23762 -0.56441 0.169
H -0.65591 -3.19055 -1.77019 0.144
H -0.52880 -4.62205 -0.71432 0.169
H 1.56758 -4.59818 0.61884 0.172
H 0.49177 -3.72496 1.74737 0.153
H 3.24828 -2.87031 0.63709 0.160
H 2.80185 -3.08305 2.33716 0.167
H 2.29106 0.32807 2.49258 0.149
H 2.43470 -1.17936 3.44029 0.167
H 0.23603 0.03808 3.82616 0.174
H -0.04411 -1.57600 3.11188 0.145
H -1.81119 0.99797 1.05853 0.151
H -1.96695 0.54401 2.78097 0.168
H -3.38842 -0.83236 1.13852 0.164
H -2.36087 -1.80859 2.21144 0.144
O -0.69548 0.03351 -4.09064 0.275
C -0.33455 0.31295 -3.00116 -0.416
O -0.15525 -0.60697 -2.01699 -0.124
C -0.06268 1.72800 -2.52232 -0.012
C -0.62703 2.79389 -3.22566 0.125
C -0.43420 4.08557 -2.76032 -0.024
C 0.31703 4.37947 -1.63118 0.146
C 0.86835 3.31720 -0.92994 -0.006
C 0.69060 1.99346 -1.36195 -0.197
O 1.17051 0.98009 -0.65466 -0.157
N 1.58316 3.51184 0.34965 -0.324
O 1.54919 2.54909 1.09586 0.067
O 2.10311 4.55875 0.53342 0.218
N -1.15830 5.23443 -3.48793 -0.352
O -0.88721 6.30776 -3.07210 0.171
O -1.90288 4.86442 -4.32999 0.163
H -1.21270 2.60719 -4.12133 0.160
H 0.46978 5.40171 -1.29375 0.163
```

Summary:
Net charge: +3
LUMO level (eV): -14.03
HOMO-LUMO gap (eV): 4.80
2S+1: 1

***

Entry 5:
Computed, not measured: 2 unconnected molecules or ions with the total composition C3H10N2O, with the ωB97M-V functional and the def2-TZVPD basis.

Geometry as XYZ:
```
16
Properties=species:S:1:pos:R:3:lowdin_charge:R:1
C -0.06636 2.47581 0.09699 -0.082
C 0.35797 1.05168 -0.00955 -0.384
C -0.35716 0.23988 -0.83108 -0.189
N 0.08572 -1.00605 -1.37383 0.019
N 1.23961 0.64396 1.06730 0.058
H 0.42784 2.88942 0.98725 0.074
H -1.15063 2.64504 0.11110 0.082
H 0.17821 3.12206 -0.73927 0.070
H -1.36458 0.60735 -1.06325 0.113
H 1.08244 -0.94919 -1.54179 0.083
H -0.31150 -1.05271 -2.30476 0.079
H 0.81930 1.03370 1.90082 0.073
H 1.26920 -0.36486 1.10752 0.061
H -0.42137 -3.05724 1.42586 0.021
H -0.92145 -1.93369 0.51199 -0.015
O -1.07688 -2.84651 0.76573 -0.063
```

Summary:
LUMO level (eV): 0.70
HOMO-LUMO gap (eV): 8.17
ΔE to the lowest compared entry with this formula, charge and spin (kJ/mol): 196.43
2S+1: 1
Structure (SMILES): C/C(N)=C/N.O

***

Entry 6:
Computed, not measured: a single C17H24N4O3S molecule, with the ωB97M-V functional and the def2-TZVPD basis.

Geometry as XYZ:
```
49
Properties=species:S:1:pos:R:3:lowdin_charge:R:1
C -2.87132 -2.30234 1.67314 -0.071
H -2.07168 -2.90825 2.09243 0.075
H -3.03731 -1.44164 2.31474 0.063
H -3.77482 -2.90505 1.63746 0.063
C -2.46791 -1.82475 0.27924 -0.247
N -3.30828 -0.80553 -0.30662 -0.262
S -3.07898 0.74429 0.26591 0.673
O -4.00894 1.59386 -0.41875 -0.279
O -3.04189 0.80337 1.70054 -0.277
C -1.43224 1.06354 -0.36838 -0.259
C -0.33805 1.01092 0.46620 0.005
C 0.94367 1.19211 -0.05188 -0.119
C 1.08915 1.42872 -1.41665 -0.030
C -0.02103 1.48933 -2.24307 -0.044
C -1.28998 1.30246 -1.72185 -0.040
H -2.17288 1.33942 -2.33925 0.118
H 0.11010 1.66710 -3.29923 0.111
H 2.06372 1.53600 -1.86854 0.104
C 2.07799 1.03287 0.90837 -0.462
O 1.91871 0.54462 2.01134 0.057
N 3.29130 1.45940 0.48368 0.078
H 3.39725 1.84719 -0.43837 0.128
C 4.48454 1.25552 1.26796 -0.169
C 5.39390 0.16540 0.69121 -0.154
H 5.66987 0.42277 -0.33344 0.103
H 6.30748 0.13403 1.28646 0.114
C 4.75900 -1.22950 0.71934 -0.131
N 3.66732 -1.37273 -0.20948 -0.086
C 3.68408 -1.12891 -1.54159 -0.193
N 2.52738 -1.35555 -2.10152 0.064
C 1.71358 -1.77482 -1.09792 -0.161
C 2.40154 -1.79463 0.08090 -0.079
H 2.10055 -2.04853 1.07568 0.121
H 0.69039 -2.03022 -1.28729 0.095
H 4.55825 -0.80340 -2.07026 0.121
H 5.52848 -1.97492 0.48254 0.127
H 4.37245 -1.43518 1.72022 0.132
H 5.04089 2.19618 1.32932 0.122
H 4.14997 0.97404 2.26975 0.122
H -0.47011 0.82438 1.52122 0.127
C -4.63909 -1.12881 -0.77878 -0.247
C -5.72936 -1.04756 0.28682 -0.072
H -5.59473 -1.80028 1.05772 0.060
H -6.70319 -1.19117 -0.17570 0.076
H -5.70006 -0.06461 0.74945 0.068
H -4.60126 -2.12652 -1.22486 0.124
H -4.86396 -0.40064 -1.56222 0.109
H -1.46456 -1.39193 0.32834 0.097
H -2.43733 -2.66976 -0.41759 0.124
```

Summary:
LUMO level (eV): 0.38
HOMO-LUMO gap (eV): 9.12
ΔE to the lowest compared entry with this formula, charge and spin (kJ/mol): 209.70
2S+1: 1
Structure (SMILES): CCN(CC)S(=O)(=O)c1cccc(C(=O)NCCCn2ccnc2)c1

***

Summary of HOMO energy in eV
-8.40, -8.10, -4.77, -18.82, -7.48, -8.74
(order as listed above)